A single C15H16N2O3S molecule at a distorted geometry. Source: the Open Molecules 2025 dataset; level of theory: ωB97M-V with the def2-TZVPD basis set.

Output
HOMO   -8.6 eV
Structure (SMILES)   COc1ccc(COC(=O)Sc2nc(C)cc(C)n2)cc1
Multiplicity   1

```
37
C15H16N2O3S ωB97M-V with the def2-TZVPD basis set
O -1.32614 -1.92499 0.78663
N 0.72607 -4.38986 1.38136
N 2.02840 -2.47197 1.02203
O -1.81998 5.13264 -3.77071
O -0.96624 -0.60114 -1.11791
S 0.23590 -3.04835 -0.87210
C -0.75799 -1.71152 -0.30006
C 1.05482 -3.31309 0.64413
C 1.30175 -4.55776 2.58092
C 2.64846 -2.64794 2.19170
C 2.25723 -3.66987 3.03835
C -0.98753 4.03389 -1.76679
C -2.44959 2.90074 -3.29930
C -0.94947 2.90884 -0.96690
C -2.40121 1.76506 -2.47410
C -1.71570 4.04247 -2.93689
C -1.67609 1.74040 -1.28983
C -1.29103 6.38628 -3.34071
C 0.86376 -5.72208 3.41755
C 3.80258 -1.74472 2.51833
C -1.61904 0.47995 -0.38135
H 2.71642 -3.80778 4.00191
H -0.48374 4.94271 -1.48993
H -3.04111 2.88841 -4.23028
H -0.34972 2.97063 -0.05337
H -2.95428 0.87820 -2.79409
H -1.60098 7.19835 -3.97680
H -0.19321 6.34751 -3.29198
H -1.64172 6.61874 -2.30950
H 0.75741 -6.61214 2.78781
H -0.11262 -5.54251 3.87906
H 1.53216 -5.92966 4.23371
H 3.93611 -1.75604 3.57471
H 4.74555 -1.98232 1.96828
H 3.51377 -0.75313 2.21289
H -1.09692 0.69551 0.54573
H -2.68607 0.25656 -0.12249
```

A molecular structure, C30H32BF5N2O2SbSiZr at a distorted geometry. Source: the Open Molecules 2025 dataset; level of theory: ωB97M-V with the def2-TZVPD basis set.

Output
HOMO   -10.8 eV
Charge   +1
Multiplicity   1

```
75
C30H32BF5N2O2SbSiZr ωB97M-V with the def2-TZVPD basis set
Zr 0.26421 -1.80744 -0.60771
N 0.35858 -1.33221 1.87296
C -0.25971 -2.42501 2.68756
C -1.63885 -2.79357 2.11213
C -1.39019 -2.90243 0.63179
O -0.33590 -3.53917 0.26621
O -1.93235 -2.15148 -0.20800
H 1.36256 -1.33848 2.02548
H 0.03245 -0.43885 2.23190
H -0.34709 -2.14651 3.73701
H 0.38841 -3.29404 2.61267
H -2.39164 -2.02982 2.29905
H -1.97630 -3.74467 2.52433
C 4.19924 -3.33361 -1.99882
Si 3.22195 -3.24820 -0.39224
C 2.14531 -4.79826 -0.36576
C 4.21622 -3.35689 1.21606
N 2.26578 -1.74140 -0.37313
C 2.93427 -0.50493 -0.30744
C 2.18104 0.67093 -0.18885
C 2.76440 1.92261 -0.10710
C 4.14301 2.04413 -0.12771
C 4.91341 0.89360 -0.22806
C 4.32694 -0.35669 -0.31341
H 4.55549 -4.35069 -2.17092
H 5.06490 -2.67129 -2.02330
H 3.54691 -3.05418 -2.82899
H 2.82941 -5.64084 -0.48843
H 1.42833 -4.85777 -1.18254
H 1.61893 -4.94682 0.57514
H 4.66163 -4.35096 1.29128
H 3.58011 -3.21872 2.09452
H 5.02398 -2.62832 1.28106
H 1.09447 0.59759 -0.15552
H 2.14134 2.80394 -0.01467
H 4.61262 3.01585 -0.06862
H 5.99316 0.96757 -0.23424
H 4.96072 -1.22679 -0.39997
F -7.71635 0.38500 -0.49169
C -6.38479 0.47603 -0.44642
C -5.70273 0.89945 -1.57122
C -4.32077 0.99499 -1.51814
C -3.64104 0.68329 -0.34660
C -4.35220 0.23441 0.76231
C -5.73237 0.13508 0.72448
Sb -1.50313 0.75320 -0.23789
C -1.11510 2.20707 -1.77800
C -1.96552 3.30628 -1.89823
C -1.75938 4.25543 -2.88413
C -0.69716 4.08663 -3.75461
F -0.50377 4.99064 -4.71716
C 0.17304 3.01898 -3.65021
C -0.03773 2.07969 -2.65127
C -1.29684 2.09743 1.44198
C -1.65591 1.64994 2.71297
C -1.53228 2.47219 3.82192
C -1.02599 3.74631 3.64104
F -0.89956 4.54555 4.70269
C -0.64394 4.21333 2.39725
C -0.77885 3.37968 1.29804
H -6.25224 1.14236 -2.47057
H -3.77940 1.31778 -2.39800
H -3.83586 -0.02815 1.67858
H -6.30299 -0.20447 1.57820
H -2.79449 3.42456 -1.21003
H -2.40388 5.11858 -2.98345
H 0.99821 2.92552 -4.34335
H 0.67195 1.27017 -2.56888
H -2.06394 0.65242 2.85078
H -1.82451 2.14445 4.81043
H -0.25077 5.21665 2.30097
H -0.48800 3.74131 0.31961
F 0.28012 -3.07914 -2.33574
B 0.80161 -1.94292 -3.02194
F -0.22120 -0.99589 -2.43745
```

A molecular structure, C10H23BeF6N2O8P at a distorted geometry. Source: the Open Molecules 2025 dataset; level of theory: ωB97M-V with the def2-TZVPD basis set.

Output
HOMO   0.7 eV
Charge   -2
Multiplicity   1

```
51
C10H23BeF6N2O8P ωB97M-V with the def2-TZVPD basis set
Be 33.34515 3.20514 18.28586
C 35.57621 3.95208 18.54268
O 34.83833 4.74445 18.00567
O 36.81386 4.14977 18.53162
O 35.20026 2.80808 18.90036
P 32.92233 0.33303 18.85043
F 32.64303 0.34467 17.25394
F 33.46349 -1.19961 18.90415
F 34.47769 0.78590 18.68797
F 33.13203 0.53601 20.47271
F 32.49225 1.91113 18.85010
F 31.40417 -0.27156 19.06175
O 34.67072 0.39161 16.45097
C 34.69323 1.70899 16.68919
O 33.62441 2.31715 16.85394
O 35.79447 2.27732 16.64605
H 33.73097 0.36024 16.64457
C 29.77556 2.17680 16.67113
C 31.15876 2.66335 17.06311
C 31.55688 3.84378 16.27068
O 32.92127 4.04316 16.58813
C 33.48335 5.13896 15.82676
N 31.20997 2.89617 18.53815
H 29.76402 1.89422 15.61846
H 29.10820 3.01738 16.48101
H 29.31352 1.34075 17.19615
H 31.92227 1.94924 16.75455
H 30.97971 4.71068 16.59232
H 31.46265 3.72786 15.19097
H 32.99540 6.10527 15.95421
H 33.49306 4.80512 14.78919
H 34.49212 5.23145 16.22916
H 30.73469 2.09883 18.93622
H 30.63382 3.70266 18.73234
C 31.06626 5.28428 20.03860
C 32.59960 5.59686 19.64565
C 33.58225 4.76856 20.54832
O 33.37096 3.33838 20.28079
C 33.81130 2.60914 21.40799
N 32.80207 5.36931 18.21247
H 30.37659 5.96042 19.53333
H 31.07385 5.45195 21.11560
H 30.73955 4.26016 19.85816
H 32.61418 6.67250 19.82139
H 33.45726 5.05685 21.59205
H 34.60254 5.11104 20.37563
H 33.05974 2.22275 22.09644
H 34.54559 3.05688 22.07765
H 34.26478 1.70724 20.99685
H 33.71604 5.78104 18.08910
H 32.29088 6.06367 17.68650
```

LUMO, record by record: 0.59 -3.64 4.62 eV
Electronic energy, record by record: -1314.585429 -2523.256529 -2061.350902 hartree
Energy relative to the best compared isomer or geometry (same formula, charge and spin), record by record: 240.9 346.0 1302.0 kJ/mol